*a*
18
Properties=species:S:1:pos:R:3 method="wB97M-V/def2-TZVPD" e_lumo_ev="-5.53 / -4.58" orbital_gap_ev="7.0309 / 7.7649" homo_ev="-12.56 / -12.35" total_charge=+1 spin_multiplicity=1
N 1.128 -0.412 -0.355
N -1.029 -0.936 -0.435
N 1.020 -1.440 0.535
N -2.213 -0.930 -0.753
N -0.359 -1.816 0.408
C -1.503 1.944 0.508
C 2.280 0.399 -0.242
C -0.117 0.041 -0.725
H -0.922 2.744 0.937
H 2.966 -0.149 0.228
H -2.103 2.067 -0.352
H 2.700 0.787 -1.242
H -0.489 -2.801 0.321
H 2.146 1.352 0.310
H 1.156 -1.119 1.563
H -1.546 1.054 1.084
H -0.223 0.762 -1.435
H -2.892 -1.547 -0.357

***

*b*
18
Properties=species:S:1:pos:R:3 method="wB97M-V/def2-TZVPD" e_lumo_ev="-5.18 / -5.18" orbital_gap_ev="8.2358 / 8.2348" homo_ev="-13.41 / -13.41" total_charge=+1 spin_multiplicity=1
N 1.470 0.096 -0.224
N -0.636 0.496 0.394
N 1.328 1.372 0.047
N -0.058 1.772 0.133
N 2.528 -0.504 -0.265
C -1.967 0.435 -0.241
C 0.224 -0.549 -0.172
C -0.175 -1.857 0.489
H -0.198 2.300 1.041
H -1.795 0.173 -1.369
H 0.517 -2.733 0.231
H -0.278 -1.813 1.509
H 3.432 -0.061 -0.035
H -2.618 -0.246 0.350
H -1.217 -2.037 0.082
H -2.440 1.510 -0.326
H -0.141 -0.374 -1.753
H 2.022 2.021 0.111

***

*c*
18
Properties=species:S:1:pos:R:3 method="wB97M-V/def2-TZVPD" e_lumo_ev=-5.53 orbital_gap_ev=8.0235 homo_ev=-13.55 total_charge=+1 spin_multiplicity=1
N 1.261 0.974 0.215
N 0.573 -2.452 0.009
N 1.677 -0.388 0.265
N -0.040 0.936 -0.296
N 0.551 -1.193 0.269
C -0.285 1.523 -1.700
C -1.459 -0.333 1.389
C -0.623 -0.325 0.079
H 0.425 2.155 -2.002
H -0.171 0.658 -2.393
H -1.979 0.624 1.422
H -1.201 -0.657 -0.811
H 2.580 -0.642 0.658
H -0.753 -0.383 2.337
H 1.390 1.460 1.047
H -2.134 -1.138 1.465
H -1.359 1.997 -1.883
H 1.546 -2.816 -0.070

***

*c* wins, 203.2 kJ/mol ahead of the next structure.

***

*a*
35
Properties=species:S:1:pos:R:3 method="wB97M-V/def2-TZVPD" e_lumo_ev=0.10 orbital_gap_ev=9.0994 homo_ev=-9.00 spin_multiplicity=1
O -1.338 -0.117 3.576
O 2.814 1.010 0.556
O -3.797 -1.356 0.264
O 2.945 -1.358 -1.272
N -0.257 2.827 0.389
C -0.409 1.143 -1.552
C -0.429 -0.716 -0.197
C -0.467 -1.901 -1.167
C 1.354 -1.441 1.238
C 0.189 -0.698 1.024
C -1.431 0.231 -0.842
C -0.628 2.586 -1.058
H 0.106 3.142 -1.702
H 1.337 -2.050 2.165
H 3.769 1.141 0.770
H -2.024 0.719 -0.176
H 2.896 -0.553 -0.687
H 0.695 3.089 0.487
H -0.058 0.136 1.680
H 0.025 -1.433 -2.122
H -0.508 1.374 -2.692
H 0.701 0.723 -1.513
H 0.079 -2.840 -0.822
H 2.240 -0.871 1.377
H -1.543 3.119 -1.144
H -0.434 1.884 0.769
H -2.262 -0.260 3.174
H -2.061 -0.265 -1.636
H 1.496 -2.036 0.359
H 2.953 -2.092 -0.625
H -0.765 0.113 2.822
H 2.607 1.538 -0.248
H -3.307 -0.848 -0.426
H -3.060 -1.743 0.772
H -1.431 -2.195 -1.542

***

*b*
35
Properties=species:S:1:pos:R:3 method="wB97M-V/def2-TZVPD" smiles=COC[C@H](C)N.CO.CO.CO e_lumo_ev=0.63 orbital_gap_ev=9.7399 homo_ev=-9.11 spin_multiplicity=1
O -0.890 1.499 -2.019
O -0.219 1.435 1.127
O 1.987 1.058 3.717
O 0.435 -3.122 -0.347
N -1.295 -0.895 -0.322
C 1.234 -2.498 0.610
C 3.070 1.268 2.835
C -2.295 -2.097 -2.119
C -1.242 -0.955 -1.752
C -1.676 0.428 -2.369
C 0.475 1.354 -2.319
C -0.805 2.451 1.907
H -1.926 -3.060 -1.763
H -0.198 2.559 2.806
H 2.237 0.558 4.498
H 0.657 1.215 -3.385
H -3.262 -1.895 -1.660
H -0.852 0.013 -0.303
H 2.881 0.605 1.991
H -0.128 -2.416 -0.673
H -1.858 2.274 2.124
H 0.910 0.668 -1.593
H 3.991 0.940 3.316
H -0.789 3.449 1.469
H -0.223 -1.196 -2.055
H -2.489 -2.240 -3.182
H 0.245 0.776 1.650
H -1.522 0.393 -3.447
H 1.076 2.205 -1.999
H -2.725 0.534 -2.092
H -2.213 -0.727 0.064
H 2.113 -3.074 0.901
H 3.057 2.316 2.537
H 1.569 -1.501 0.323
H 0.668 -2.324 1.525

***

*b* wins, 47.3 kJ/mol ahead of the next structure.

***

*a*
14
Properties=species:S:1:pos:R:3 method="wB97M-V/def2-TZVPD" smiles=CSS.CSS e_lumo_ev=0.30 orbital_gap_ev=9.4193 homo_ev=-9.12 spin_multiplicity=1
S 2.046 -2.113 0.218
S -0.175 2.949 1.898
S 0.012 2.631 -0.113
S 2.404 -1.155 -1.656
C 0.212 -2.447 0.112
C -1.505 1.655 -0.422
H -2.399 2.297 -0.356
H 2.583 0.105 -1.208
H 0.138 -3.125 -0.755
H -1.500 1.158 -1.407
H 0.328 1.777 2.340
H -0.496 -1.613 -0.032
H -0.080 -3.003 1.019
H -1.567 0.882 0.361

***

*b*
14
Properties=species:S:1:pos:R:3 method="wB97M-V/def2-TZVPD" smiles=CSS.CSS e_lumo_ev=0.30 orbital_gap_ev=9.1671 homo_ev=-8.87 spin_multiplicity=1
S 2.446 1.738 1.368
S -3.037 -0.009 -2.132
S 0.972 0.339 1.771
S -1.792 -1.084 -0.823
C 3.795 0.682 1.950
C -1.039 -2.201 -2.061
H -1.008 -3.228 -1.702
H -4.120 -0.781 -2.182
H 3.386 -0.240 2.529
H -1.548 -2.252 -3.045
H 4.353 1.255 2.676
H -0.066 -1.699 -2.168
H 4.333 0.426 1.076
H 0.695 -0.112 0.536

***

*c*
14
Properties=species:S:1:pos:R:3 method="wB97M-V/def2-TZVPD" smiles=CSS.CSS e_lumo_ev=0.25 orbital_gap_ev=8.3098 homo_ev=-8.06 spin_multiplicity=1
S -1.886 -0.709 -1.343
S 0.456 0.078 2.829
S -2.165 1.268 -0.997
S -0.540 -1.430 1.794
C -0.332 -0.952 -2.092
C 1.333 1.101 1.681
H -1.523 1.337 0.206
H -0.517 -0.642 -3.131
H 2.305 1.233 2.225
H 0.973 2.086 1.541
H 0.540 -0.378 -1.822
H -0.153 -1.737 0.541
H 0.002 -2.063 -2.021
H 1.507 0.808 0.588

***

*a* wins, 38.9 kJ/mol ahead of the next structure.

***

*a*
13
Properties=species:S:1:pos:R:3 method="wB97M-V/def2-TZVPD" smiles="[NH3+][C@H]1CNN=N1" e_lumo_ev=-3.91 orbital_gap_ev=10.1027 homo_ev=-14.01 total_charge=+1 spin_multiplicity=1
N -0.865 -0.023 -2.212
N -0.382 0.979 -1.553
N -0.257 1.244 0.773
N -0.682 -1.170 -1.645
C 0.196 -1.119 -0.417
C 0.446 0.480 -0.444
H -1.001 0.580 1.102
H -1.180 -2.023 -1.841
H -0.428 -1.513 0.435
H -0.679 2.040 0.390
H 1.081 -1.577 -0.676
H 0.451 1.642 1.447
H 1.489 0.735 -0.733

***

*b*
13
Properties=species:S:1:pos:R:3 method="wB97M-V/def2-TZVPD" smiles="[H]/N=N/C/[NH+]=C/N" e_lumo_ev=-3.83 orbital_gap_ev=10.1417 homo_ev=-13.97 total_charge=+1 spin_multiplicity=1
N -2.920 0.503 -0.103
N 2.476 0.592 -0.024
N -1.672 0.527 -0.028
N 0.499 -0.748 -0.097
C 1.180 0.429 -0.026
C -1.130 -0.823 0.055
H -3.214 1.501 -0.115
H -1.132 -1.398 1.066
H 3.002 -0.172 -0.442
H -1.561 -1.653 -0.523
H 0.684 1.355 0.348
H 0.992 -1.694 -0.236
H 2.795 1.580 0.124

***

*c*
13
Properties=species:S:1:pos:R:3 method="wB97M-V/def2-TZVPD" e_lumo_ev=-4.65 orbital_gap_ev=9.8173 homo_ev=-14.46 total_charge=+1 spin_multiplicity=1
N -0.332 -1.220 0.464
N 0.809 0.877 0.277
N -0.223 1.460 -0.330
N -2.608 -1.756 0.274
C -1.442 -1.609 0.209
C 2.023 0.832 -0.185
H 2.868 0.590 0.473
H 2.214 1.342 -1.183
H 0.307 -1.907 0.796
H 0.607 0.636 1.209
H -1.233 1.179 -0.183
H -3.046 -2.252 -0.545
H 0.058 1.830 -1.275

***

*b* wins, 45.6 kJ/mol ahead of the next structure.

***

*a*
13
Properties=species:S:1:pos:R:3 method="wB97M-V/def2-TZVPD" e_lumo_ev=-5.28 orbital_gap_ev=8.3210 homo_ev=-13.60 total_charge=+1 spin_multiplicity=1
N -0.203 -0.140 -0.843
N -2.124 -0.216 0.552
N 3.049 0.158 1.103
N 2.496 0.100 0.065
C -0.839 -0.165 0.286
C 2.065 -0.026 -1.071
H 2.623 0.349 1.999
H -0.240 -0.184 1.284
H -0.740 -0.205 -1.739
H 2.034 -0.900 -1.577
H -2.977 -0.369 -0.051
H -2.623 0.126 1.371
H 1.796 0.991 -1.577

***

*b*
13
Properties=species:S:1:pos:R:3 method="wB97M-V/def2-TZVPD" e_lumo_ev=-4.71 orbital_gap_ev=9.0287 homo_ev=-13.74 total_charge=+1 spin_multiplicity=1
N -0.452 1.334 1.141
N -0.580 -0.792 -1.248
N -0.894 2.403 1.016
N 0.123 0.383 1.010
C -0.528 -0.649 -2.507
C 1.167 -0.483 1.451
H -0.400 -1.440 -3.313
H -0.634 0.335 -2.861
H -0.435 -1.819 -0.863
H -1.688 2.738 1.446
H 2.154 0.099 1.647
H 0.915 -0.773 2.437
H 1.249 -1.337 0.645

***

*c*
13
Properties=species:S:1:pos:R:3 method="wB97M-V/def2-TZVPD" smiles="[H]/N=C1/CN[NH2+]N1" e_lumo_ev=-3.94 orbital_gap_ev=10.5215 homo_ev=-14.47 total_charge=+1 spin_multiplicity=1
N -1.213 -0.560 -1.836
N 1.021 -0.386 0.909
N 0.202 0.779 1.077
N 0.455 -0.997 -0.237
C -0.523 -0.189 -0.882
C -0.637 1.109 -0.045
H -0.195 2.014 -0.588
H 0.569 1.504 1.653
H 2.010 -0.148 0.674
H 0.110 -1.940 -0.288
H -1.179 -1.447 -2.305
H 1.103 -1.019 1.749
H -1.723 1.279 0.119

***

*c* wins, 84.9 kJ/mol ahead of the next structure.

***

*a*
19
Properties=species:S:1:pos:R:3 method="wB97M-V/def2-TZVPD" smiles=CCN.O.O.O e_lumo_ev=0.88 orbital_gap_ev=10.5651 homo_ev=-9.68 spin_multiplicity=1
O -1.523 1.040 -0.698
O -3.038 -1.432 -0.883
O -1.301 -2.523 1.424
N 0.741 0.368 0.994
C 2.020 0.253 0.299
C 2.123 1.422 -0.712
H -1.207 1.783 -1.220
H 1.379 1.489 -1.523
H -2.102 -1.967 1.226
H 2.884 0.467 0.949
H 2.042 2.344 -0.128
H -0.781 0.913 -0.049
H -2.275 -0.823 -0.952
H -1.600 -3.404 1.176
H 2.075 -0.669 -0.244
H 3.089 1.403 -1.180
H 0.638 0.942 1.817
H -3.646 -0.990 -1.474
H 0.483 -0.615 1.177

***

*b*
19
Properties=species:S:1:pos:R:3 method="wB97M-V/def2-TZVPD" e_lumo_ev=-3.70 orbital_gap_ev=5.3933 homo_ev=-9.09 spin_multiplicity=1
O 1.064 1.493 0.131
O -0.396 2.056 -1.995
O -0.500 1.446 2.285
N 0.505 -1.071 -1.461
C -0.494 -1.726 -0.601
C -0.044 -1.735 0.858
H 0.701 -2.472 1.135
H 1.310 -1.690 -1.418
H -0.216 2.239 2.750
H 0.087 -0.772 1.330
H -1.488 -1.268 -0.725
H 2.020 1.585 0.050
H -0.037 1.511 1.420
H -1.065 2.714 -1.767
H -0.632 -2.760 -0.940
H -0.692 0.881 -0.241
H 0.722 -0.214 -0.954
H -0.974 -2.126 1.316
H 0.130 1.911 -1.174

***

*a* wins, 607.7 kJ/mol ahead of the next structure.